No. 1
This record from the Open Molecules 2025 dataset describes one molecule with the formula C7H11IN2 in a non-equilibrium geometry. The level of theory is ωB97M-V/def2-TZVPD.

```
21
Properties=species:S:1:pos:R:3:lowdin_charge:R:1
C 1.2702 1.9284 0.0163 -0.08
C 1.4422 0.8492 1.1667 -0.12
C 0.7071 0.5027 -0.0587 -0.34
C -0.7802 0.3918 0.0288 -0.16
C -1.0631 -1.0634 0.3662 -0.38
C -4.1261 0.1811 0.6190 -0.67
C -1.1099 -1.6638 -1.0444 -0.06
N -2.2624 -1.2130 1.0627 0.05
N -3.2315 -0.5843 0.8260 -0.17
I -5.9996 0.1060 -0.1514 0.80
H 0.5106 2.7933 0.1669 0.13
H 2.2694 2.1537 -0.3491 0.08
H 2.5296 0.6390 1.1818 0.10
H 1.0291 0.9357 2.1212 0.08
H 1.1919 -0.1834 -0.6348 0.10
H -1.1527 0.5816 -0.9459 0.11
H -0.2895 -1.5941 1.0878 0.18
H -1.1860 0.9926 0.8428 0.13
H -1.4273 -2.6990 -0.9496 0.08
H -0.2786 -1.5959 -1.6678 0.06
H -1.8593 -1.2124 -1.6736 0.08
```

Computed properties:
Calculated total energy   -680.3371 Ha
Energy above the lowest of the compared OMol25 structures with the same formula, charge and spin   3.378 eV



No. 2
This record from the Open Molecules 2025 dataset describes C32H39AuN5S as an isolated structure in a non-equilibrium geometry. The level of theory is ωB97M-V/def2-TZVPD.

```
78
Properties=species:S:1:pos:R:3:lowdin_spin:R:1
Au 1.0193 -0.5275 -0.7629 0.01
N -3.2234 -3.0718 -0.0336 0.25
N -1.0110 -2.2140 -1.5864 0.05
C 2.7197 0.9877 -0.4545 0.00
C 3.0135 -0.3230 0.1626 0.00
C 2.7330 -0.1784 1.5758 0.00
C 2.9155 -1.2220 2.6005 0.00
H 3.5004 -2.0546 2.1927 0.00
H 1.9512 -1.6240 2.9484 0.00
H 3.4470 -0.8168 3.4732 0.00
C 2.2845 1.1359 1.8067 0.00
C 1.9535 1.7283 3.1229 0.00
H 2.3586 2.7486 3.1961 0.00
H 2.3638 1.1239 3.9394 0.00
H 0.8657 1.7819 3.2758 0.00
C 2.2343 1.8411 0.5869 0.00
C 1.8357 3.2561 0.4352 0.00
H 0.9413 3.4826 1.0291 0.00
H 1.6143 3.4906 -0.6110 0.00
H 2.6331 3.9319 0.7735 0.00
C 3.9571 -1.3273 -0.4012 0.00
H 4.8648 -1.3929 0.2145 0.00
H 4.2556 -1.0726 -1.4240 0.00
H 3.4935 -2.3219 -0.4098 0.00
C 3.2764 1.4845 -1.7463 0.00
H 2.4642 1.8514 -2.3913 0.00
H 3.8000 0.6873 -2.2851 0.00
H 3.9906 2.3149 -1.6060 0.00
C -4.2831 -3.0906 0.7727 0.22
H -5.2735 -3.1187 0.3055 0.02
C -4.1859 -3.0586 2.1794 0.19
H -5.0821 -3.0390 2.7936 0.01
C -2.9176 -3.0370 2.7642 0.24
H -2.8202 -2.9340 3.8474 0.02
C -1.7964 -3.0916 1.9481 0.35
H -0.7747 -3.1830 2.3286 0.02
C -1.9682 -2.9730 0.5142 0.05
C -0.8575 -2.6611 -0.3021 0.39
H 0.1382 -2.6331 0.1421 0.02
C -0.4973 -1.0123 -1.9639 0.06
C -1.7361 -2.7868 -2.6715 0.02
H -2.2571 -3.7172 -2.5395 0.00
C -1.5773 -1.9595 -3.7068 0.01
H -1.8877 -2.0429 -4.7338 0.00
N -0.8789 -0.8185 -3.2538 0.02
C -0.8895 0.4884 -3.8580 0.00
C 0.0760 0.8274 -4.8096 0.00
C 0.0913 2.1403 -5.3026 0.00
H 0.8332 2.4144 -6.0594 0.00
C -0.8338 3.0907 -4.8563 0.00
C -0.8139 4.5027 -5.3597 0.00
H -0.5932 5.2000 -4.5415 0.00
H -1.7898 4.7929 -5.7688 0.00
H -0.0536 4.6228 -6.1359 0.00
C -1.7934 2.7142 -3.9135 0.00
H -2.5475 3.4307 -3.5788 0.00
C -1.8238 1.4188 -3.3921 0.00
C -2.8505 1.0504 -2.3714 0.00
H -3.5766 0.3186 -2.7513 0.00
H -3.4104 1.9560 -2.1086 0.00
H -2.4132 0.6499 -1.4478 0.00
C 1.0949 -0.1691 -5.2581 0.00
H 0.6426 -1.1100 -5.5946 0.00
H 1.8355 -0.4029 -4.4776 0.00
H 1.6341 0.2619 -6.1085 0.00
C -0.0590 -2.2221 5.3832 0.00
N -0.6943 -0.9180 5.5227 0.01
C -0.8803 -0.2506 6.7174 0.00
C -1.4309 0.9598 6.4230 0.00
N -1.5580 1.0077 5.0492 0.01
C -1.0537 -0.1252 4.4512 0.01
S -0.7729 -0.3892 2.8256 0.02
H -0.5500 -2.7795 4.5784 0.00
H 1.0080 -2.1196 5.1362 0.00
H -0.1701 -2.7607 6.3326 0.00
H -0.6082 -0.7088 7.6589 0.00
H -1.7325 1.7751 7.0601 0.00
H -1.9135 1.7901 4.5098 0.00
```

Computed properties:
Calculated total energy   -2050.3196 Ha
Spin multiplicity   3
Net charge   -1
Energy above the lowest of the compared OMol25 structures with the same formula, charge and spin   0.000 eV



No. 3
This record from the Open Molecules 2025 dataset describes C40H32BrErF4N3P as an isolated structure in a non-equilibrium geometry. The level of theory is ωB97M-V/def2-TZVPD.

```
82
Properties=species:S:1:pos:R:3:lowdin_spin:R:1
Er 0.5417 -0.4437 -1.5319 3.02
C 3.0176 -2.8881 2.3059 0.00
C 3.5760 -1.9115 3.3064 0.00
C 4.5750 -2.3132 4.1895 0.00
C 5.0632 -1.4616 5.1669 0.00
C 4.5648 -0.1730 5.2848 0.00
C 3.5832 0.2580 4.4107 0.00
C 3.1006 -0.5998 3.4285 0.00
N 2.0353 -0.1178 2.5977 0.00
C 2.0360 -0.0677 1.2544 0.00
N 3.2407 -0.1689 0.6832 0.00
C 3.7259 -0.1849 -0.6569 0.00
C 2.9069 -0.4053 -1.7801 -0.01
C 3.5450 -0.3583 -3.0321 0.00
C 4.9038 -0.1419 -3.1621 0.00
C 5.6811 0.0190 -2.0270 0.00
C 5.1153 -0.0025 -0.7604 0.00
C 5.9897 0.1779 0.4547 0.00
N 0.8958 0.1260 0.5630 -0.01
C -0.2948 -0.0177 1.3641 0.00
C -0.7720 -1.3083 1.6106 0.00
C -1.7399 -1.5236 2.5732 0.00
C -2.2475 -0.4436 3.2803 0.00
C -1.8368 0.8443 2.9771 0.00
C -0.8607 1.0865 2.0135 0.00
C -0.3631 2.4846 1.7550 0.00
H 3.2273 -3.9065 2.6260 0.00
H 3.4590 -2.7565 1.3153 0.00
H 1.9347 -2.7787 2.2120 0.00
H 4.9558 -3.3248 4.1245 0.00
H 5.8265 -1.8116 5.8489 0.00
H 4.9377 0.4933 6.0502 0.00
H 3.1831 1.2622 4.4819 0.00
H 1.1820 0.1463 3.0658 0.00
H 3.9881 -0.1741 1.3648 0.00
H 2.9703 -0.5094 -3.9421 0.00
H 5.3584 -0.1068 -4.1434 0.00
H 6.7489 0.1669 -2.1253 0.00
H 7.0344 0.2266 0.1578 0.00
H 5.9002 -0.6555 1.1594 0.00
H 5.7562 1.1060 0.9840 0.00
H -0.3194 -2.1517 1.0921 0.00
H -2.0746 -2.5287 2.7912 0.00
H -2.9749 -0.6036 4.0647 0.00
H -2.2567 1.6871 3.5140 0.00
H -1.1846 3.1999 1.7861 0.00
H 0.1469 2.5583 0.7969 0.00
H 0.3550 2.7864 2.5220 0.00
F -3.2849 6.0516 -1.6716 0.00
C -3.0655 4.7611 -1.7519 0.00
C -4.1227 3.8652 -1.7753 0.00
F -5.3631 4.3003 -1.7394 0.00
C -3.8683 2.5022 -1.8417 0.00
F -4.9145 1.6882 -1.9225 0.00
C -2.5763 1.9822 -1.8511 0.00
P -2.2556 0.1616 -1.8022 0.00
C -3.5191 -0.5697 -0.7270 0.00
C -3.7179 -1.9434 -0.8963 0.00
C -4.6965 -2.5977 -0.1684 0.00
C -5.4841 -1.8823 0.7237 0.00
C -5.2575 -0.5299 0.9224 0.00
C -4.2606 0.1271 0.2163 0.00
C -2.7437 -0.3462 -3.4817 0.00
C -4.0560 -0.6061 -3.8673 0.00
C -4.3263 -0.9327 -5.1876 0.00
C -3.3014 -0.9970 -6.1225 0.00
C -1.9888 -0.7622 -5.7394 0.00
C -1.7131 -0.4456 -4.4201 0.00
C -1.5414 2.9149 -1.9010 0.00
Br 0.2869 2.4126 -2.2021 0.00
C -1.7680 4.2772 -1.8492 0.00
F -0.7529 5.1271 -1.8990 0.00
H -3.1371 -2.4928 -1.6306 0.00
H -4.8667 -3.6557 -0.3180 0.00
H -6.2852 -2.3791 1.2551 0.00
H -5.8653 0.0190 1.6301 0.00
H -4.0940 1.1836 0.3788 0.00
H -4.8600 -0.5651 -3.1456 0.00
H -5.3450 -1.1369 -5.4888 0.00
H -3.5242 -1.2379 -7.1531 0.00
H -1.1893 -0.8252 -6.4655 0.00
H -0.6790 -0.2584 -4.1239 0.00
```

Computed properties:
Calculated total energy   -6037.1316 Ha
Spin multiplicity   4
Net charge   +2
Energy above the lowest of the compared OMol25 structures with the same formula, charge and spin   0.086 eV



No. 4
This record from the Open Molecules 2025 dataset describes C5H8O2 as an isolated structure. The level of theory is ωB97M-V/def2-TZVPD.

```
15
Properties=species:S:1:pos:R:3:lowdin_charge:R:1
O 2.6091 0.5708 0.7174 0.04
C 1.9404 0.0076 -0.1109 -0.22
C 0.5626 0.4487 -0.5472 -0.26
O -0.1644 1.2176 0.4235 -0.04
C -1.2387 0.2761 0.3775 -0.24
C -1.8124 0.1843 -0.9993 -0.05
C -0.5590 -0.5835 -0.6445 -0.14
H 1.3110 -0.3379 2.4487 0.04
H 0.7303 1.0141 -1.4790 0.16
H 2.3279 -0.8673 -0.6792 0.13
H 0.9788 -0.9627 2.6736 0.06
H -1.7601 0.0494 1.3039 0.15
H -1.7411 1.0497 -1.6581 0.12
H -2.7202 -0.4054 -1.1081 0.11
H -0.4641 -1.6616 -0.7185 0.14
```

Computed properties:
Calculated total energy   -345.6608 Ha
Energy above the lowest of the compared OMol25 structures with the same formula, charge and spin   3.923 eV



No. 5
This record from the Open Molecules 2025 dataset describes one molecule with the formula C5H8N2S in a non-equilibrium geometry. The level of theory is ωB97M-V/def2-TZVPD.

```
16
Properties=species:S:1:pos:R:3:lowdin_charge:R:1
C 0.7511 1.7986 0.3746 -0.05
C 0.5220 0.5143 -0.4207 -0.37
C 1.6410 -0.4901 -0.4296 -0.09
N 0.4050 -0.6869 0.2856 -0.04
C -0.4526 -1.6747 -0.0786 -0.19
N -1.7233 -1.6025 -0.0587 0.02
C -2.4980 -0.5974 0.4408 -0.72
S -2.9916 0.7669 -0.3600 0.59
H 1.6485 1.6987 1.0491 0.08
H 0.9935 2.5454 -0.5680 0.14
H -0.1193 2.1241 0.9600 0.06
H 0.0099 0.6637 -1.3610 0.13
H 2.5971 -0.3645 0.2000 0.13
H 1.9443 -1.1606 -1.2729 0.12
H -0.0556 -2.6389 -0.2591 0.12
H -2.6719 -0.8962 1.4986 0.08
```

Computed properties:
Calculated total energy   -702.9180 Ha
Energy above the lowest of the compared OMol25 structures with the same formula, charge and spin   3.049 eV
SMILES   C[C@H]1CN1/C=N\C=S



No. 6
This record from the Open Molecules 2025 dataset describes one molecule with the formula C20H22N2O5S in a non-equilibrium geometry. The level of theory is ωB97M-V/def2-TZVPD.

```
50
Properties=species:S:1:pos:R:3:lowdin_charge:R:1
C 4.0569 1.7837 -1.7409 -0.07
C 2.8693 2.5677 -1.9964 -0.23
C 1.6651 2.0376 -1.3299 -0.23
C 1.4973 1.9685 0.0651 -0.12
O 0.1370 1.6970 0.9145 0.06
C -0.9123 2.2941 0.5527 -0.78
O -1.1276 3.2522 0.0595 0.24
C -2.0547 1.5310 0.8391 -0.01
C -1.6328 -0.1062 1.1656 -0.44
S -3.1208 -0.8780 1.7889 0.99
C -4.2110 -0.9155 0.3307 -0.41
C -5.5816 -0.9520 0.4328 -0.12
C -6.3280 -0.6179 -0.6396 -0.05
C -5.8118 -0.5327 -2.0372 0.01
C -4.3942 -0.4292 -2.0967 0.08
C -3.5564 -0.7559 -0.8623 -0.28
N -2.2875 -0.8509 -0.9915 0.12
C -1.2397 -0.8651 -0.1613 -0.42
O -0.0499 -0.7839 -0.4262 0.05
C 2.5370 1.3013 0.9983 -0.55
O 3.4299 1.8290 1.6523 0.05
N 2.3896 0.0820 0.8123 0.14
C 3.4091 -0.9004 1.5116 -0.06
C 4.0044 -1.4565 0.4869 -0.20
C 5.0494 -1.2861 -0.4067 0.07
C 5.3400 -2.6770 -1.2780 0.05
C 4.3356 -3.2701 -0.8150 -0.42
O 3.5399 -2.8757 0.0044 0.05
H 3.9900 0.5979 -2.0749 0.16
H 4.3779 1.9057 -0.9013 -0.03
H 4.6541 2.2726 -2.4064 0.06
H 3.0147 3.5263 -1.6264 0.11
H 2.5688 2.5431 -3.0159 0.12
H 0.6556 2.3770 -1.7294 0.15
H 1.3607 0.9378 -1.5910 0.15
H 1.4863 3.2084 0.3695 0.22
H -3.0317 1.4887 0.4884 0.08
H -2.3196 1.6054 2.1068 0.20
H -1.0698 -0.2227 2.1537 0.12
H -5.9649 -0.9349 1.2640 0.02
H -7.4333 -0.6210 -0.2860 0.13
H -6.4177 -0.3264 -2.7667 0.03
H -4.0636 -0.3061 -2.9241 -0.01
H -1.8015 -1.1456 -1.8675 0.21
H 1.5509 -0.3107 0.3693 0.11
H 4.1996 -0.1374 2.0018 0.19
H 2.8244 -1.4832 2.3265 0.18
H 5.7248 -0.5566 -0.1793 0.07
H 6.1129 -2.7917 -1.8554 0.03
H 3.9797 -4.3541 -1.1134 0.17
```

Computed properties:
Calculated total energy   -1658.6956 Ha
Energy above the lowest of the compared OMol25 structures with the same formula, charge and spin   15.871 eV
SMILES   CCC[C@@H](OC(=O)C[C@H]1Sc2ccccc2NC1=O)C(=O)NCc1ccco1



No. 7
This record from the Open Molecules 2025 dataset describes C22H37N8O5S4Y as an isolated structure in a non-equilibrium geometry. The level of theory is ωB97M-V/def2-TZVPD.

```
77
Properties=species:S:1:pos:R:3:lowdin_charge:R:1
Y 1.4967 1.4147 0.1514 1.19
C -7.5056 0.6489 -0.2509 -0.07
C -6.0029 0.5676 -0.2480 -0.29
C -5.2378 1.5151 0.4219 -0.05
C -3.8561 1.4163 0.4424 -0.05
C -3.2220 0.3703 -0.2045 -0.24
C -3.9713 -0.5686 -0.8916 -0.05
C -5.3534 -0.4632 -0.9187 -0.05
S -1.4124 0.1965 0.0218 0.55
O -1.3022 0.0494 1.4621 -0.32
O -1.0565 -1.0111 -0.7139 -0.34
N -0.7585 1.5345 -0.4814 -0.29
C -0.8401 1.5860 -1.9344 -0.22
C 0.1671 0.6029 -2.5797 -0.69
O -0.1268 0.0734 -3.6536 -0.02
O 1.2501 0.4376 -1.9441 -0.17
H -7.8433 1.4689 0.3787 0.07
H -7.9472 -0.2771 0.1196 0.07
H -7.8815 0.8130 -1.2610 0.07
H -5.7337 2.3302 0.9359 0.10
H -3.2551 2.1460 0.9643 0.10
H -3.4589 -1.3760 -1.3959 0.11
H -5.9471 -1.1898 -1.4605 0.11
H -0.5866 2.6022 -2.2584 0.09
H -1.8558 1.3477 -2.2900 0.11
S 3.9267 2.5983 1.2331 0.55
C 4.4234 3.4335 -0.2075 -0.80
C 5.8056 3.5690 -0.3574 -0.35
N 6.9548 3.6506 -0.4414 0.12
C 3.5650 3.9432 -1.1635 -0.78
S 1.8195 3.8668 -1.0926 0.52
C 4.0756 4.6019 -2.2841 -0.35
N 4.4553 5.1620 -3.2209 0.12
N 3.7294 0.1025 -0.6184 -0.02
H 3.8485 -0.8846 -0.3799 -0.10
H 4.5848 0.5864 -0.3493 -0.01
H 3.6514 0.1483 -1.6339 0.03
N 2.2010 -2.1161 2.0487 -0.06
N 1.4558 -1.0961 1.3385 -0.06
H 2.0020 -2.0673 3.0501 0.07
H 3.1917 -1.9008 1.9265 0.04
H 1.1916 -0.3109 1.9625 0.03
H 0.5813 -1.5078 1.0113 0.03
C -0.7106 3.0284 2.5889 -0.05
C 0.5243 2.2784 3.1289 -0.71
C 0.0630 1.3279 4.2586 -0.05
C 1.5221 3.3107 3.6966 -0.07
O 1.1293 1.5190 2.1464 -0.44
H -1.1564 3.6606 3.3586 0.08
H -1.4324 2.2905 2.2518 0.04
H -0.4183 3.6418 1.7352 0.08
H -0.4284 1.8673 5.0679 0.07
H 0.9257 0.7966 4.6577 0.07
H -0.6279 0.6070 3.8281 0.06
H 1.0801 3.8882 4.5103 0.07
H 1.8258 3.9758 2.8911 0.06
H 2.4102 2.7924 4.0517 0.07
C 0.6060 -3.7843 -3.9747 -0.08
C 0.8546 -2.7444 -2.8825 -0.23
N 2.1486 -2.9647 -2.2693 0.02
C 2.4674 -3.3235 -1.0228 -0.86
S 4.0759 -3.1727 -0.5614 0.56
N 1.6359 -3.9039 -0.1408 -0.02
C 0.4025 -4.6202 -0.3500 -0.24
C -0.8414 -3.9224 0.1947 -0.08
H -0.3434 -3.5824 -4.4613 0.07
H 0.5862 -4.7961 -3.5660 0.05
H 1.3985 -3.7400 -4.7207 0.07
H 0.0743 -2.7557 -2.1253 0.09
H 0.8334 -1.7402 -3.3203 0.09
H 2.9263 -2.5486 -2.7643 0.11
H 1.9093 -3.7258 0.8243 0.07
H 0.5093 -5.5932 0.1566 0.11
H 0.2906 -4.8212 -1.4141 0.09
H -0.7932 -3.8572 1.2793 0.07
H -1.7298 -4.4887 -0.0828 0.07
H -0.9377 -2.9120 -0.2011 0.03
```

Computed properties:
Calculated total energy   -3306.1204 Ha
Net charge   -2
Energy above the lowest of the compared OMol25 structures with the same formula, charge and spin   2.048 eV



No. 8
This record from the Open Molecules 2025 dataset describes a 2-piece molecular cluster, C5H12N2O overall in a non-equilibrium geometry. The level of theory is ωB97M-V/def2-TZVPD.

```
20
Properties=species:S:1:pos:R:3:lowdin_charge:R:1
C 2.7186 1.4487 0.3423 -0.19
N 2.0925 0.1783 0.4565 -0.12
C 2.8380 -0.8466 -0.1890 -0.21
C -0.6221 -0.0172 0.1009 -0.13
C -1.9106 -0.6487 0.0148 -0.01
C -3.1123 0.1059 -0.2071 -0.56
N -4.2627 -0.6800 -0.3963 0.12
O -3.2318 1.3196 -0.2401 0.05
H 3.8129 1.3681 0.4603 0.08
H 2.4068 1.9807 -0.5666 0.09
H 2.4397 2.1479 1.1442 0.07
H 3.8266 -0.9386 0.2964 0.08
H 2.3324 -1.8124 -0.0903 0.07
H 2.9607 -0.7111 -1.2725 0.09
H -0.2671 0.1360 1.1292 0.10
H 0.1393 -0.6572 -0.3883 0.08
H -0.6420 0.9630 -0.3835 0.10
H -2.0344 -1.7218 0.0827 0.10
H -4.3994 -1.5002 0.1726 0.09
H -5.0852 -0.1143 -0.4664 0.09
```

Computed properties:
Calculated total energy   -382.2524 Ha
Energy above the lowest of the compared OMol25 structures with the same formula, charge and spin   6.806 eV



energy above the lowest of the compared OMol25 structures with the same formula, charge and spin of number 8 (C5H12N2O)? 6.806 eV